[1]
Entry from the OMol25 dataset: a structure of composition C42H56Br4CdN3O7 in a non-equilibrium geometry (wB97M-V/def2-TZVPD).

Geometry (Å):
Cd: 1.4404 1.2208 0.3109
C: -3.1341 -0.5823 3.5292
N: -1.7805 -0.6547 3.0403
C: -1.2770 -2.0022 2.8585
C: -0.9899 0.3897 2.6839
O: 0.1068 0.2105 2.2019
C: -1.5350 1.8035 2.9409
O: -0.6177 2.7803 2.5319
C: 0.0853 3.4935 3.5164
C: 1.5760 3.5274 3.1373
O: 1.9871 2.9616 2.1512
N: 2.4171 4.1627 3.9959
C: 3.8358 4.0743 3.7057
C: 2.0212 5.1366 4.9797
H: -3.1917 -0.9967 4.5413
H: -3.7876 -1.1752 2.8819
H: -3.5019 0.4385 3.5443
H: -1.3395 -2.5532 3.7988
H: -0.2395 -1.9445 2.5362
H: -1.8569 -2.5288 2.0974
H: -1.7908 1.9212 4.0033
H: -2.4324 1.9554 2.3270
H: -0.0179 3.0235 4.5040
H: -0.3203 4.5176 3.5520
H: 4.0205 3.1254 3.2048
H: 4.3991 4.1111 4.6375
H: 4.1717 4.8810 3.0489
H: 1.0190 4.9420 5.3510
H: 2.0467 6.1497 4.5652
H: 2.7133 5.0995 5.8221
C: -3.3999 -0.7110 -4.7424
C: -4.1853 -0.2207 -3.5183
C: -5.3149 0.6908 -4.0041
C: -4.8275 -1.4184 -2.8049
C: -3.2349 0.4787 -2.5556
C: -2.1133 -0.1754 -2.1168
C: -1.1779 0.4382 -1.2578
N: -0.0393 -0.1162 -0.8500
C: 0.3310 -1.3883 -0.9127
C: -0.5339 -2.5028 -0.9480
C: -0.0419 -3.7735 -1.0579
C: 1.3627 -3.9458 -1.0740
C: 2.2734 -2.9324 -0.9624
C: 1.7910 -1.5680 -0.9486
O: 2.5046 -0.5563 -1.0588
C: 3.7601 -3.2683 -0.8856
C: 3.9835 -4.5012 0.0074
C: 4.5893 -2.1213 -0.3049
C: 4.2644 -3.5792 -2.3041
C: -0.9269 -5.0096 -1.1257
C: -0.6471 -5.8978 0.0946
C: -2.4203 -4.6676 -1.1367
C: -0.6088 -5.7928 -2.4090
C: -1.3368 1.8433 -0.8911
O: -0.4561 2.4269 -0.2135
C: -2.5450 2.4937 -1.3447
C: -3.4411 1.8014 -2.1147
C: -2.7419 3.9683 -1.0316
C: -2.6949 4.1885 0.4831
C: -4.0761 4.5184 -1.5459
C: -1.5966 4.7432 -1.6925
H: -4.0709 -1.1585 -5.4739
H: -2.6604 -1.4546 -4.4611
H: -2.8762 0.1183 -5.2118
H: -5.9429 0.1495 -4.7105
H: -4.9199 1.5716 -4.5048
H: -5.9415 1.0038 -3.1715
H: -5.5098 -1.9376 -3.4766
H: -5.3876 -1.0748 -1.9373
H: -4.0713 -2.1199 -2.4656
H: -1.8787 -1.1593 -2.4918
H: -1.5872 -2.3196 -0.8104
H: 1.7334 -4.9568 -1.1429
H: 3.4810 -4.3762 0.9625
H: 5.0465 -4.6322 0.1967
H: 3.6195 -5.4122 -0.4617
H: 4.1541 -1.7848 0.6310
H: 4.6223 -1.2752 -0.9828
H: 5.6105 -2.4527 -0.1198
H: 3.6941 -4.3889 -2.7610
H: 5.3138 -3.8725 -2.2742
H: 4.1707 -2.6994 -2.9371
H: -0.8674 -5.3529 1.0110
H: 0.3959 -6.2024 0.1221
H: -1.2648 -6.7946 0.0620
H: -2.7152 -4.1717 -0.2141
H: -3.0083 -5.5806 -1.2298
H: -2.6622 -4.0223 -1.9788
H: 0.4269 -6.1194 -2.4229
H: -0.7793 -5.1698 -3.2844
H: -1.2427 -6.6753 -2.4789
H: -4.3358 2.3026 -2.4392
H: -3.5188 3.6639 0.9681
H: -2.7840 5.2485 0.7120
H: -1.7514 3.8231 0.8730
H: -4.9119 3.9896 -1.0912
H: -4.1543 4.4432 -2.6282
H: -4.1577 5.5705 -1.2791
H: -0.6488 4.4185 -1.2736
H: -1.7080 5.8123 -1.5214
H: -1.5841 4.5597 -2.7652
Br: 8.1436 3.0551 0.2264
C: 6.4976 2.2132 0.6409
C: 6.4412 1.2673 1.6472
Br: 7.9962 0.8050 2.6225
C: 5.2187 0.6810 1.9474
Br: 5.0824 -0.5898 3.3443
C: 4.0217 0.9847 1.2925
O: 2.9238 0.4251 1.6212
C: 4.0844 1.9756 0.2236
O: 3.0485 2.3316 -0.4303
C: 5.3345 2.5401 -0.0456
Br: 5.3557 3.8631 -1.4009

total charge: -1
frontier orbital gap (spin up / spin down): 3.879 / 3.878 eV
max |F|: 1.3 eV/Å
energy relative to the best compared isomer or geometry (same formula, charge and spin): 23.9 kcal/mol



[2]
Entry from the OMol25 dataset: a structure of composition C42H57ClFFeN6O5SbSi3 (wB97M-V/def2-TZVPD).

Geometry (Å):
Fe: 0.1249 -1.4357 0.3421
O: -1.9197 4.4288 -0.2836
C: -0.6640 4.4535 -0.4351
O: 0.0510 5.3647 -0.8478
C: 0.0251 3.1352 -0.0891
C: 1.0020 2.6052 -0.9121
C: 1.5951 1.3861 -0.6089
N: 1.1628 0.6326 0.4208
C: 0.2803 1.1883 1.2686
C: -0.2941 2.4308 1.0631
C: -0.0808 0.3512 2.4452
C: -0.5815 0.9026 3.6160
C: -0.9146 0.0693 4.6692
C: -0.7247 -1.2957 4.5315
C: -0.2138 -1.7685 3.3397
N: 0.1058 -0.9757 2.3155
C: 2.8305 0.9551 -1.3329
C: 3.5438 1.8642 -2.1155
C: 4.7785 1.4966 -2.6187
C: 5.2781 0.2407 -2.3221
C: 4.4873 -0.6006 -1.5587
N: 3.2967 -0.2641 -1.0828
H: 1.2966 3.1686 -1.7847
H: -1.0408 2.8233 1.7384
H: -0.6915 1.9728 3.7048
H: -1.3076 0.4815 5.5891
H: -0.9615 -1.9879 5.3262
H: -0.0306 -2.8233 3.2005
H: 3.1722 2.8593 -2.3052
H: 5.3495 2.1947 -3.2162
H: 6.2484 -0.0836 -2.6717
H: 4.8291 -1.6024 -1.3109
C: -4.5213 2.8233 -4.1726
C: -3.2042 3.1995 -3.5147
N: -2.8092 2.2433 -2.4719
C: -1.8231 1.3739 -2.7324
C: -1.3746 0.4129 -1.8683
C: -0.1974 -0.4113 -2.3417
O: 0.2766 -0.1526 -3.4395
O: 0.2525 -1.3363 -1.5689
C: -2.0003 0.2948 -0.6034
O: -1.6741 -0.5394 0.2858
C: -3.0723 1.2308 -0.3190
C: -3.7234 1.1981 0.9246
C: -4.6417 2.1468 1.2413
F: -5.2907 2.0480 2.4238
C: -4.9327 3.2362 0.3861
C: -4.3695 3.1967 -0.8740
C: -3.4397 2.2122 -1.2375
N: -5.7626 4.2956 0.8183
C: -5.5851 4.8127 2.1766
C: -4.3677 5.7126 2.2879
N: -4.5069 6.8462 1.3040
C: -4.7197 6.3402 -0.0977
C: -5.9317 5.4067 -0.1012
H: -4.7823 3.5602 -4.9318
H: -5.3338 2.7727 -3.4475
H: -4.4414 1.8497 -4.6558
H: -3.2317 4.1981 -3.0783
H: -2.3981 3.2098 -4.2449
H: -1.3346 1.4549 -3.6953
H: -3.4958 0.4019 1.6208
H: -4.5791 3.9797 -1.5797
H: -5.4786 4.0048 2.8898
H: -6.4981 5.3540 2.4460
H: -3.4605 5.1829 1.9929
H: -4.2544 6.1457 3.2808
H: -3.6724 7.4343 1.3349
H: -5.3034 7.4260 1.5748
H: -3.7969 5.8161 -0.3533
H: -4.8581 7.2045 -0.7457
H: -6.1014 5.0463 -1.1120
H: -6.8344 5.9549 0.1868
Cl: -1.2732 -4.0514 -0.7683
C: -0.9025 -3.0759 0.6764
H: -0.4704 -3.7577 1.4005
H: -1.8639 -2.7116 1.0341
C: 3.8856 -6.1508 0.8720
Si: 2.1499 -5.4322 0.7787
C: 1.4123 -5.6221 2.5139
C: 1.1591 -6.5625 -0.3451
Sb: 2.2551 -2.8949 0.0580
Si: 3.8813 -2.2010 1.9742
C: 3.0624 -2.6343 3.6079
C: 5.5617 -3.0396 1.8944
C: 4.1828 -0.3529 2.0383
Si: 2.6158 -3.4213 -2.4937
C: 1.0198 -3.9976 -3.2563
C: 3.2677 -2.0292 -3.5457
C: 3.8836 -4.8034 -2.5307
H: 3.8316 -7.0455 1.4995
H: 4.6192 -5.4791 1.3123
H: 4.2599 -6.4569 -0.1050
H: 0.8845 -6.5770 2.5752
H: 0.6964 -4.8430 2.7743
H: 2.1932 -5.6296 3.2766
H: 1.5554 -7.5752 -0.2282
H: 1.2108 -6.3059 -1.4015
H: 0.1080 -6.5661 -0.0575
H: 2.4292 -3.5188 3.5857
H: 2.4716 -1.7909 3.9690
H: 3.8617 -2.8176 4.3314
H: 5.5644 -4.0053 2.4003
H: 6.2770 -2.3964 2.4146
H: 5.9257 -3.1891 0.8770
H: 3.2866 0.2220 1.8082
H: 4.9750 -0.0416 1.3600
H: 4.4982 -0.1092 3.0582
H: 0.2327 -3.2580 -3.1367
H: 0.6643 -4.9517 -2.8749
H: 1.2350 -4.1093 -4.3240
H: 2.5961 -1.1693 -3.5408
H: 3.3056 -2.4227 -4.5670
H: 4.2743 -1.7188 -3.2805
H: 3.5384 -5.7241 -2.0610
H: 4.8217 -4.5058 -2.0573
H: 4.0981 -5.0320 -3.5791

total charge: +1
frontier orbital gap (spin up / spin down): 7.367 / 7.299 eV
max |F|: 0.7 eV/Å
2S+1: 2
<S²>: 0.829
energy relative to the best compared isomer or geometry (same formula, charge and spin): 0.0 kcal/mol



[3]
Entry from the OMol25 dataset: a cluster of 9 separate species, C42H57FN3O20PS2 in total in a non-equilibrium geometry (wB97M-V/def2-TZVPD).

Geometry (Å):
C: -2.3844 -2.0649 0.4872
C: -3.4522 -1.4803 -0.6496
O: -3.0253 -0.1790 -1.2258
C: -3.4824 0.9393 -0.3382
C: -5.0816 1.2997 -0.3542
P: -6.3122 0.3405 -1.5177
O: -7.8379 0.6870 -1.1375
C: -5.5751 2.5370 0.6387
F: -7.0104 2.9533 0.6599
C: -4.4403 3.2997 1.5812
S: -5.1319 4.7049 2.6759
C: -2.8208 2.9155 1.5664
N: -1.9096 3.7011 2.4667
C: -0.4841 3.2579 2.2943
O: 0.5489 3.9821 3.0927
N: 1.0686 3.1886 4.0456
O: 0.2544 2.3909 4.4816
C: 0.0004 2.0817 1.2809
S: 1.8609 1.6875 1.1573
N: -0.9128 1.2602 0.4152
C: -2.3351 1.7151 0.5825
H: -1.5911 -1.2690 0.8276
H: -1.8425 -3.0288 0.0471
H: -3.0061 -2.3454 1.4611
H: -3.5400 -2.2550 -1.5472
H: -4.4945 -1.4136 -0.0782
H: -6.1821 -1.0914 -1.4220
H: -6.0248 0.6787 -2.9177
H: -6.3551 4.1515 3.1420
H: 2.3179 2.4499 0.0348
O: -4.7541 -1.8476 -4.2359
C: -3.6082 -2.0423 -4.6064
C: -2.8855 -1.2462 -5.6505
C: -1.7136 -2.1383 -5.9738
C: -1.4907 -2.8728 -4.6777
O: -2.7845 -3.0008 -4.0899
H: -2.5652 -0.2949 -5.2166
H: -3.5166 -1.0798 -6.5265
H: -0.8304 -1.5932 -6.3171
H: -1.9989 -2.8492 -6.7588
H: -0.8477 -2.3148 -3.9890
H: -1.0596 -3.8650 -4.8400
O: 1.3899 -2.6357 2.0603
C: 1.8683 -2.3210 3.1375
C: 2.1876 -0.9224 3.5712
C: 3.0847 -1.1567 4.7602
C: 2.5933 -2.4788 5.2888
O: 2.1505 -3.2022 4.1414
H: 1.2608 -0.4156 3.8543
H: 2.7042 -0.3727 2.7810
H: 3.0458 -0.3550 5.5024
H: 4.1236 -1.2551 4.4225
H: 1.7489 -2.3637 5.9765
H: 3.3874 -3.0372 5.7929
O: 4.7488 0.9077 1.1981
C: 4.9758 0.2450 0.1994
C: 5.9994 -0.8446 0.0936
C: 6.1178 -1.0238 -1.3988
C: 4.7479 -0.6326 -1.8879
O: 4.2942 0.3679 -0.9773
H: 5.6154 -1.7444 0.5822
H: 6.9492 -0.5378 0.5374
H: 6.4087 -2.0347 -1.6965
H: 6.8661 -0.3260 -1.7942
H: 4.0434 -1.4707 -1.8654
H: 4.7783 -0.2222 -2.9014
O: -5.2130 4.4568 -3.2002
C: -6.2678 4.9913 -2.9007
C: -6.7419 5.2564 -1.5038
C: -8.2061 5.5468 -1.7162
C: -8.2292 6.1270 -3.1061
O: -7.1701 5.4740 -3.8046
H: -6.2089 6.1234 -1.1039
H: -6.5948 4.3824 -0.8650
H: -8.6334 6.2148 -0.9637
H: -8.7732 4.6081 -1.6966
H: -8.0374 7.2051 -3.1097
H: -9.1792 5.9342 -3.6130
O: 1.2785 -4.0315 7.0723
C: 0.1269 -4.2239 7.4257
C: -1.0841 -4.0878 6.5533
C: -2.2007 -4.0482 7.5657
C: -1.6444 -4.8648 8.7027
O: -0.2359 -4.6388 8.6749
H: -1.1559 -4.9635 5.9023
H: -1.0442 -3.1688 5.9639
H: -3.1507 -4.4320 7.1846
H: -2.3611 -3.0144 7.8952
H: -1.8288 -5.9365 8.5739
H: -2.0496 -4.5489 9.6684
O: 3.3570 3.1887 10.2189
C: 3.2351 3.9251 9.2540
C: 2.1909 3.7935 8.1869
C: 2.7412 4.6760 7.0952
C: 3.5248 5.7054 7.8665
O: 4.0151 5.0206 9.0182
H: 1.2380 4.1678 8.5712
H: 2.0948 2.7572 7.8549
H: 1.9699 5.1127 6.4551
H: 3.4190 4.0937 6.4591
H: 2.8998 6.5417 8.1971
H: 4.3645 6.0983 7.2858
O: 6.5047 1.5731 -3.2042
C: 7.6505 1.3785 -3.5747
C: 8.3733 2.1745 -4.6188
C: 9.5451 1.2825 -4.9421
C: 9.7681 0.5480 -3.6460
O: 8.4743 0.4200 -3.0581
H: 8.6936 3.1258 -4.1849
H: 7.7422 2.3410 -5.4948
H: 10.4284 1.8276 -5.2854
H: 9.2598 0.5716 -5.7271
H: 10.4111 1.1059 -2.9573
H: 10.1992 -0.4442 -3.8083
O: -0.5366 -3.1046 -9.2888
C: -0.8917 -4.2562 -9.0994
C: -0.8239 -5.3634 -10.1072
C: -1.7242 -6.4056 -9.4935
C: -1.5845 -6.1351 -8.0183
O: -1.3723 -4.7282 -7.9117
H: 0.2093 -5.7130 -10.1850
H: -1.1961 -5.0343 -11.0801
H: -1.4602 -7.4297 -9.7703
H: -2.7599 -6.2266 -9.8071
H: -0.7242 -6.6523 -7.5805
H: -2.4856 -6.4151 -7.4650

frontier orbital gap: 6.595 eV
max |F|: 7.3 eV/Å
structure (SMILES): CCOc1c([PH2]=O)c(F)c(S)c2nc(ON=O)c(S)nc12.O=C1CCCO1.O=C1CCCO1.O=C1CCCO1.O=C1CCCO1.O=C1CCCO1.O=C1CCCO1.O=C1CCCO1.O=C1CCCO1



[4]
Entry from the OMol25 dataset: a structure of composition C42H57GeN8O4RuS2Si2 in a non-equilibrium geometry (wB97M-V/def2-TZVPD).

Geometry (Å):
Ru: 0.0779 0.2611 -0.0541
C: 4.2720 0.1915 -0.2582
Si: 3.2044 -1.2255 0.4699
C: 3.9426 -1.4246 2.2300
C: 3.4485 -2.7401 -0.6812
N: 1.4748 -0.9325 0.7374
C: 0.8328 -1.6580 1.6849
C: 1.2910 -2.9120 2.1330
C: 0.6410 -3.6210 3.1150
C: -0.4831 -3.0789 3.7401
C: -0.9699 -1.8620 3.3352
C: -0.3897 -1.1380 2.2724
N: -0.9093 0.0013 1.7783
Si: -2.3566 0.7333 2.4793
C: -2.0126 1.1580 4.3195
C: -3.8276 -0.4779 2.2330
C: -2.8861 2.4070 1.7272
H: 5.1854 -0.2619 -0.6294
H: 4.5582 0.9088 0.5045
H: 3.8382 0.7357 -1.0864
H: 4.7645 -0.7346 2.3810
H: 4.3308 -2.4236 2.3881
H: 3.2012 -1.2332 3.0004
H: 4.5019 -2.9991 -0.7068
H: 3.1332 -2.5433 -1.7038
H: 2.9086 -3.6229 -0.3541
H: 2.1526 -3.3453 1.6552
H: 0.9997 -4.5953 3.4082
H: -0.9793 -3.6202 4.5308
H: -1.8401 -1.4545 3.8162
H: -1.1667 0.6177 4.7356
H: -2.8851 0.9288 4.9259
H: -1.8104 2.2194 4.4365
H: -3.9008 -1.2025 3.0382
H: -3.7479 -1.0388 1.3043
H: -4.7678 0.0650 2.2113
H: -2.0595 3.0914 1.5769
H: -3.5661 2.8754 2.4308
H: -3.4246 2.2962 0.7940
C: -1.4558 3.7843 -7.1335
C: -0.8474 2.7318 -6.2355
S: -1.0336 3.1982 -4.4883
O: -0.6710 2.0475 -3.6821
O: -0.2534 4.3743 -4.1891
C: -2.8016 3.6161 -4.2623
C: -3.1378 3.8957 -2.8031
N: -2.7772 2.7783 -1.9710
C: -1.6401 2.6778 -1.2481
N: -1.5020 1.4530 -0.7620
C: -2.5891 0.7400 -1.1484
C: -3.3933 1.5428 -1.9233
N: -4.5855 1.1928 -2.5732
O: -5.0741 2.0001 -3.3629
O: -5.0406 0.0900 -2.3237
C: -0.7786 3.8482 -0.9547
H: -1.1317 3.6250 -8.1584
H: -1.1291 4.7753 -6.8268
H: -2.5414 3.7387 -7.1124
H: 0.2247 2.6277 -6.3934
H: -1.3210 1.7588 -6.3420
H: -3.3888 2.7762 -4.6255
H: -2.9809 4.5030 -4.8622
H: -4.2151 4.0627 -2.7154
H: -2.6040 4.7788 -2.4508
H: -2.7723 -0.2777 -0.8518
H: -1.3763 4.6629 -0.5459
H: -0.2831 4.2006 -1.8599
H: -0.0404 3.5677 -0.2101
C: 3.0130 4.8498 2.1702
C: 3.0414 3.3357 1.9722
C: 2.6041 2.9566 0.6099
N: 1.7470 2.0418 0.3297
N: 1.5170 1.8642 -0.9820
C: 2.1733 2.6876 -1.7516
N: 2.0965 2.6850 -3.0833
S: 3.2196 3.7594 -0.8305
H: 3.3699 5.0972 3.1651
H: 2.0019 5.2357 2.0586
H: 3.6590 5.3356 1.4410
H: 2.3951 2.8300 2.6914
H: 4.0620 2.9755 2.1280
H: 1.2992 2.1814 -3.4598
H: 2.3986 3.4983 -3.5928
C: 0.2935 -5.7607 -1.3862
C: 0.7672 -5.2270 -2.5723
C: 0.7485 -3.8582 -2.7785
C: 0.2414 -3.0087 -1.8044
C: -0.2390 -3.5540 -0.6224
C: -0.2088 -4.9206 -0.4078
Ge: -0.1031 -1.0681 -2.2093
C: -1.8605 -1.3935 -3.1221
C: -2.2583 -0.5923 -4.1855
C: -3.3719 -0.9123 -4.9388
C: -4.1328 -2.0241 -4.6145
C: -3.7691 -2.8145 -3.5393
C: -2.6436 -2.4977 -2.8009
C: 1.1311 -0.7008 -3.7430
C: 0.7854 -0.9588 -5.0625
C: 1.6967 -0.7514 -6.0832
C: 2.9758 -0.3033 -5.8017
C: 3.3388 -0.0574 -4.4891
C: 2.4172 -0.2512 -3.4751
H: 0.2998 -6.8304 -1.2379
H: 1.1458 -5.8873 -3.3392
H: 1.1007 -3.4522 -3.7182
H: -0.6676 -2.8997 0.1328
H: -0.5818 -5.3279 0.5201
H: -1.6717 0.2836 -4.4167
H: -3.6502 -0.2982 -5.7851
H: -5.0076 -2.2664 -5.1971
H: -4.3586 -3.6838 -3.2835
H: -2.3565 -3.1325 -1.9752
H: -0.1991 -1.3374 -5.2933
H: 1.4110 -0.9523 -7.1044
H: 3.6889 -0.1572 -6.5993
H: 4.3419 0.2731 -4.2616
H: 2.6876 -0.0725 -2.4450

total charge: +1
frontier orbital gap (spin up / spin down): 6.204 / 6.268 eV
max |F|: 1.8 eV/Å
2S+1: 5
<S²>: 6.024



Q: Which of these has the highest max |F|?
A: C42H57FN3O20PS2



Q: What is the max |F| in the fourth record?
A: 1.8 eV/Å



Q: What is the formula in the second record?
A: C42H57ClFFeN6O5SbSi3